Entry 1:
The following is a DFT calculation (the ωB97M-V functional and the def2-TZVPD basis) of C19H16N3O5Se2Sn as an isolated structure in a non-equilibrium geometry.

Each line ends with the Löwdin charge.
CARTESIAN COORDINATES (ANGSTROEM)
Sn (0.114, 0.717, -1.142)  1.2579
O (3.726, 1.057, -0.608)  0.0499
C (3.053, 0.180, -1.125)  -0.6545
O (2.130, 0.376, -2.015)  -0.2636
C (3.345, -1.280, -0.747)  -0.1089
C (2.602, -2.321, -1.601)  -0.2648
C (3.292, -3.689, -1.448)  -0.1043
C (2.864, -4.068, -0.008)  -0.0985
C (1.957, -2.871, 0.348)  -0.2551
O (1.382, -2.527, -0.900)  -0.0863
C (2.837, -1.636, 0.671)  -0.1017
C (1.899, -0.665, 1.383)  -0.5950
O (1.883, -0.715, 2.618)  0.0114
O (1.093, 0.072, 0.707)  -0.2457
H (4.427, -1.402, -0.804)  0.1497
H (2.397, -1.998, -2.617)  0.1534
H (4.373, -3.634, -1.575)  0.1061
H (2.885, -4.391, -2.177)  0.1048
H (3.704, -4.166, 0.680)  0.1087
H (2.287, -4.993, 0.008)  0.1042
H (1.183, -3.068, 1.088)  0.1640
H (3.643, -1.873, 1.362)  0.1486
Se (-1.912, -0.435, 3.415)  0.6754
Se (-3.868, -0.468, 2.208)  0.6299
C (-3.288, -1.254, 0.525)  -0.6612
C (-4.313, -1.234, -0.518)  -0.1236
C (-4.080, -1.777, -1.703)  -0.0426
C (-2.734, -2.276, -2.074)  -0.3101
C (-1.715, -2.304, -0.883)  -0.2650
N (-2.157, -1.848, 0.426)  0.0602
C (-1.652, 1.455, 3.342)  -0.6831
C (-1.009, 2.080, 4.410)  -0.1099
C (-0.865, 3.451, 4.372)  -0.0785
C (-1.381, 4.156, 3.290)  -0.0787
C (-1.969, 3.436, 2.269)  -0.1461
N (-2.112, 2.111, 2.290)  0.0164
H (-5.286, -0.846, -0.240)  0.0827
H (-4.859, -1.854, -2.454)  0.1042
H (-2.799, -3.170, -2.701)  0.1260
H (-1.129, -3.217, -0.789)  0.1204
H (-0.632, 1.482, 5.226)  0.0972
H (-0.362, 3.969, 5.179)  0.1029
H (-1.320, 5.235, 3.242)  0.0948
H (-2.366, 3.936, 1.391)  0.1060
N (-1.927, -1.207, -2.685)  0.0432
C (-1.048, -1.179, -1.730)  -0.3407

E_LUMO in eV: 2.4369
HOMO level in hartree: -0.1752
HOMO-LUMO gap in Eh: 0.265
Total charge: -1

Entry 2:
The following is a DFT calculation (the ωB97M-V functional and the def2-TZVPD basis) of C12H23Cl10N2O3Pd as an isolated structure in a non-equilibrium geometry.

Each line ends with the Mulliken spin population.
CARTESIAN COORDINATES (ANGSTROEM)
Pd (-0.220, -0.944, 3.749)  0.9534
C (0.193, 0.820, 0.117)  -0.0035
C (-0.753, -0.336, 0.429)  0.0031
O (-0.525, -1.013, 1.567)  0.7941
H (-0.014, 1.238, -0.862)  0.0023
H (1.224, 0.457, 0.095)  0.0051
H (0.154, 1.597, 0.881)  0.0070
H (-0.811, -1.057, -0.410)  0.0647
H (-1.791, 0.069, 0.425)  0.1163
Cl (-0.096, -2.684, -4.081)  -0.0001
C (0.691, -3.348, -2.631)  0.0010
C (0.167, -4.705, -2.288)  0.0001
Cl (0.542, -5.914, -3.535)  0.0000
H (0.457, -2.680, -1.799)  0.0003
H (1.761, -3.338, -2.812)  0.0000
H (-0.914, -4.668, -2.164)  0.0000
H (0.594, -5.056, -1.350)  0.0000
C (-5.563, -1.334, -2.929)  -0.0002
O (-5.707, -0.161, -2.683)  0.0000
N (-4.411, -2.034, -2.744)  -0.0002
C (-4.341, -3.463, -2.949)  0.0001
C (-3.297, -1.405, -2.089)  0.0046
H (-6.362, -1.960, -3.370)  0.0000
H (-4.687, -4.034, -2.081)  0.0000
H (-3.307, -3.734, -3.162)  0.0000
H (-4.936, -3.755, -3.814)  0.0000
H (-3.540, -0.379, -1.829)  -0.0012
H (-3.070, -1.940, -1.157)  0.0004
H (-2.425, -1.431, -2.746)  -0.0013
C (2.359, 0.919, 4.363)  0.0011
O (1.335, 0.507, 3.777)  0.0498
N (3.370, 1.476, 3.739)  0.0047
C (4.472, 2.099, 4.451)  0.0008
C (3.482, 1.494, 2.298)  -0.0041
H (2.467, 0.842, 5.447)  0.0009
H (4.601, 1.771, 5.478)  0.0002
H (4.389, 3.178, 4.334)  -0.0001
H (5.408, 1.826, 3.954)  0.0001
H (4.389, 0.943, 2.034)  -0.0001
H (2.614, 1.016, 1.862)  0.0012
H (3.614, 2.508, 1.922)  -0.0003
C (1.061, 2.931, -3.287)  -0.0003
Cl (2.536, 2.890, -2.318)  0.0002
Cl (-0.187, 3.816, -2.413)  -0.0001
Cl (1.389, 3.724, -4.813)  0.0000
Cl (0.519, 1.275, -3.588)  0.0000
C (0.635, 4.783, 3.800)  0.0000
Cl (0.377, 3.966, 5.327)  -0.0001
Cl (-0.166, 3.899, 2.503)  -0.0001
Cl (-0.048, 6.415, 3.878)  0.0000
Cl (2.371, 4.911, 3.471)  0.0000

2S+1: 3
Expectation value of S²: 2.008
E_LUMO (spin up / spin down) in eV: -4.0693 / -6.0489
HOMO level (spin up / spin down) in hartree: -0.4095 / -0.4095
HOMO-LUMO gap (spin up / spin down) in Eh: 0.260 / 0.187
Total charge: +1

Entry 3:
The following is a DFT calculation (the ωB97M-V functional and the def2-TZVPD basis) of IO2V as an isolated structure in a non-equilibrium geometry.

Each line ends with the Löwdin charge.
CARTESIAN COORDINATES (ANGSTROEM)
O (-0.367, -0.499, -1.419)  -0.4753
V (0.030, 0.580, -0.282)  0.3055
O (1.427, 0.090, 0.293)  -0.4967
I (-1.090, -0.172, 1.408)  0.6666

E_LUMO in eV: -1.8117
HOMO level in hartree: -0.3575
HOMO-LUMO gap in Eh: 0.291

Entry 4:
The following is a DFT calculation (the ωB97M-V functional and the def2-TZVPD basis) of C48H81N7PdSi5Te as an isolated structure in a non-equilibrium geometry.

Each line ends with the Löwdin charge.
CARTESIAN COORDINATES (ANGSTROEM)
Pd (0.145, 0.254, -0.019)  0.6596
C (-1.743, 0.247, 0.689)  -0.3775
Si (-1.863, -0.785, 2.217)  0.6262
C (-0.104, -0.774, 2.885)  -0.2304
N (0.837, -0.977, 1.755)  -0.2477
C (2.184, -0.505, 2.121)  -0.2437
C (2.782, -1.239, 3.317)  -0.1606
C (2.551, -2.756, 3.214)  -0.1823
C (2.185, -3.121, 1.782)  -0.1779
C (0.897, -2.419, 1.362)  -0.1660
C (-2.407, -2.541, 1.804)  -0.2554
C (-2.649, -3.481, 2.808)  -0.1112
C (-2.976, -4.794, 2.507)  -0.0880
C (-3.064, -5.198, 1.183)  -0.0933
C (-2.824, -4.284, 0.169)  -0.0837
C (-2.503, -2.971, 0.480)  -0.0966
C (-2.991, -0.024, 3.512)  -0.2291
C (-2.638, 1.239, 4.002)  -0.0949
C (-3.445, 1.908, 4.908)  -0.0803
C (-4.628, 1.326, 5.341)  -0.0939
C (-5.000, 0.082, 4.860)  -0.0935
C (-4.188, -0.583, 3.952)  -0.0983
H (-2.016, 1.281, 0.906)  -0.0624
H (-2.389, -0.129, -0.108)  -0.0030
H (0.078, -1.488, 3.698)  0.0934
H (0.082, 0.230, 3.278)  0.0601
H (2.121, 0.572, 2.291)  0.0369
H (2.798, -0.643, 1.234)  0.0773
H (2.367, -0.847, 4.246)  0.1081
H (3.852, -1.012, 3.343)  0.1098
H (1.731, -3.056, 3.872)  0.1054
H (3.430, -3.309, 3.545)  0.1059
H (2.034, -4.197, 1.670)  0.1184
H (3.006, -2.853, 1.113)  0.0950
H (0.058, -2.923, 1.842)  0.1020
H (0.748, -2.506, 0.279)  0.0976
H (-2.576, -3.185, 3.849)  0.1049
H (-3.160, -5.502, 3.304)  0.1004
H (-3.317, -6.223, 0.944)  0.0990
H (-2.884, -4.594, -0.866)  0.1003
H (-2.297, -2.278, -0.326)  0.0870
H (-1.733, 1.723, 3.650)  0.0536
H (-3.153, 2.885, 5.271)  0.0970
H (-5.262, 1.845, 6.048)  0.0992
H (-5.925, -0.372, 5.190)  0.0989
H (-4.499, -1.552, 3.580)  0.0908
C (3.295, 2.639, -1.042)  -0.0937
N (3.424, 1.325, -0.437)  -0.1721
C (4.543, 1.240, 0.478)  -0.0934
C (3.136, 0.294, -1.359)  -0.3489
N (1.957, -0.234, -1.254)  0.0943
C (1.603, -1.385, -1.993)  -0.2535
C (2.370, -2.517, -1.857)  -0.0594
C (2.089, -3.682, -2.589)  -0.0660
C (1.054, -3.684, -3.478)  -0.0343
C (0.218, -2.546, -3.622)  -0.1593
C (-0.840, -2.579, -4.567)  -0.0452
C (-1.672, -1.509, -4.707)  -0.0711
C (-1.525, -0.395, -3.863)  -0.0245
C (-0.520, -0.320, -2.924)  -0.2254
N (-0.558, 0.722, -1.989)  0.0450
C (-0.811, 1.957, -2.402)  -0.3773
N (-1.566, 2.797, -1.642)  -0.1455
C (-2.897, 2.409, -1.217)  -0.0504
C (-1.303, 4.224, -1.571)  -0.1085
N (-0.242, 2.493, -3.529)  -0.1277
C (0.956, 1.933, -4.101)  -0.0450
C (-1.009, 3.342, -4.421)  -0.0406
C (0.436, -1.394, -2.828)  -0.0523
N (4.047, 0.055, -2.361)  -0.1148
C (3.726, -0.484, -3.668)  -0.0423
C (5.476, 0.140, -2.121)  -0.0436
H (3.338, 3.383, -0.248)  0.0555
H (2.309, 2.733, -1.498)  0.0568
H (4.082, 2.851, -1.782)  0.0952
H (4.664, 0.224, 0.853)  0.0857
H (4.310, 1.876, 1.334)  0.0787
H (5.499, 1.578, 0.053)  0.0812
H (3.221, -2.493, -1.185)  0.1166
H (2.710, -4.559, -2.459)  0.1078
H (0.841, -4.558, -4.079)  0.1099
H (-0.971, -3.470, -5.165)  0.1083
H (-2.482, -1.529, -5.423)  0.1049
H (-2.264, 0.397, -3.897)  0.1169
H (-3.009, 1.333, -1.283)  0.0685
H (-3.645, 2.894, -1.856)  0.0941
H (-3.068, 2.717, -0.185)  0.0854
H (-0.266, 4.421, -1.838)  0.0686
H (-1.441, 4.539, -0.535)  0.0525
H (-1.970, 4.809, -2.215)  0.0889
H (1.579, 1.550, -3.299)  0.0648
H (1.498, 2.729, -4.616)  0.1008
H (0.740, 1.130, -4.815)  0.0963
H (-1.979, 3.562, -3.987)  0.0823
H (-1.167, 2.820, -5.371)  0.0952
H (-0.488, 4.281, -4.619)  0.0962
H (2.669, -0.397, -3.880)  0.0732
H (4.007, -1.537, -3.765)  0.0950
H (4.279, 0.097, -4.413)  0.1008
H (5.708, 0.065, -1.063)  0.0621
H (5.909, 1.063, -2.517)  0.0974
H (5.955, -0.705, -2.621)  0.0942
C (3.231, 6.626, 4.020)  -0.2160
Si (3.139, 5.107, 2.898)  0.3342
C (4.704, 5.136, 1.827)  -0.2126
C (3.234, 3.588, 4.006)  -0.2257
Si (1.134, 5.027, 1.666)  -0.0220
Te (0.353, 2.703, 1.344)  0.5770
Si (1.328, 6.588, -0.084)  0.3458
C (2.276, 8.091, 0.559)  -0.2159
C (2.249, 5.983, -1.619)  -0.2174
C (-0.336, 7.267, -0.679)  -0.2061
Si (-0.543, 5.885, 3.074)  0.3076
C (-0.434, 7.748, 3.377)  -0.2150
C (-0.440, 5.006, 4.738)  -0.2193
C (-2.245, 5.533, 2.343)  -0.2276
H (4.216, 6.685, 4.486)  0.0271
H (2.491, 6.562, 4.817)  0.0133
H (3.059, 7.555, 3.483)  0.0107
H (5.548, 5.449, 2.446)  0.0280
H (4.629, 5.834, 0.995)  0.0078
H (4.946, 4.159, 1.413)  -0.0018
H (4.214, 3.521, 4.485)  0.0291
H (3.050, 2.674, 3.444)  -0.0149
H (2.475, 3.638, 4.786)  0.0207
H (3.278, 7.850, 0.907)  0.0112
H (1.745, 8.562, 1.384)  0.0157
H (2.366, 8.827, -0.242)  0.0294
H (3.283, 5.730, -1.390)  0.0170
H (2.258, 6.780, -2.367)  0.0312
H (1.783, 5.107, -2.066)  -0.0040
H (-1.057, 7.348, 0.129)  0.0034
H (-0.786, 6.657, -1.465)  0.0025
H (-0.181, 8.269, -1.085)  0.0322
H (0.507, 8.030, 3.845)  0.0116
H (-1.244, 8.071, 4.034)  0.0266
H (-0.523, 8.309, 2.448)  0.0109
H (0.451, 5.300, 5.289)  0.0102
H (-0.405, 3.928, 4.589)  0.0070
H (-1.309, 5.246, 5.354)  0.0254
H (-2.415, 6.085, 1.421)  0.0069
H (-3.021, 5.823, 3.054)  0.0283
H (-2.347, 4.470, 2.129)  -0.0084

E_LUMO in eV: 0.0469
HOMO level in hartree: -0.2142
HOMO-LUMO gap in Eh: 0.216

Entry 5:
The following is a DFT calculation (the ωB97M-V functional and the def2-TZVPD basis) of C25H26N6O2OsS as an isolated structure.

Each line ends with the Löwdin charge.
CARTESIAN COORDINATES (ANGSTROEM)
Os (-0.112, -1.455, -0.216)  1.5416
C (1.496, -1.463, 2.335)  -0.0601
C (0.407, -2.509, 2.027)  -0.2330
C (-0.877, -2.217, 2.742)  -0.1741
C (-1.040, -2.811, 3.986)  -0.0114
C (-2.150, -2.522, 4.745)  -0.0121
C (-3.131, -1.683, 4.233)  -0.0005
C (-3.038, -1.078, 2.991)  -0.1245
C (-4.275, -0.346, 2.508)  -0.1941
C (-4.989, -1.030, 1.341)  -0.0626
C (-1.850, -1.320, 2.247)  -0.1314
N (-1.570, -0.780, 0.977)  -0.0442
C (-2.262, 0.225, 0.394)  -0.0382
C (-2.088, 0.370, -0.955)  -0.2431
C (-2.590, 1.237, -1.937)  0.0313
C (-1.973, 0.891, -3.120)  0.0123
C (-1.055, -0.165, -2.853)  -0.0665
N (-1.140, -0.512, -1.585)  -0.1220
H (2.401, -1.605, 1.746)  0.0856
H (1.756, -1.588, 3.386)  0.1131
H (1.146, -0.440, 2.224)  0.0512
H (0.764, -3.485, 2.364)  0.1373
H (0.288, -2.858, 0.924)  0.0525
H (-0.286, -3.491, 4.362)  0.1327
H (-2.272, -2.962, 5.725)  0.1281
H (-4.023, -1.512, 4.822)  0.1292
H (-4.074, 0.708, 2.307)  0.1032
H (-4.964, -0.321, 3.352)  0.1159
H (-4.392, -1.077, 0.429)  0.0574
H (-5.908, -0.499, 1.099)  0.0893
H (-5.253, -2.052, 1.613)  0.0925
H (-2.874, 0.903, 0.964)  0.1401
H (-3.331, 2.005, -1.780)  0.1381
H (-2.125, 1.344, -4.087)  0.1263
H (-0.362, -0.634, -3.534)  0.1325
N (2.877, 5.128, -3.965)  0.1613
C (2.552, 4.265, -2.981)  -0.2839
C (1.201, 3.961, -2.710)  -0.0052
C (0.873, 3.094, -1.701)  -0.0533
C (1.882, 2.496, -0.937)  -0.3283
C (3.230, 2.782, -1.198)  -0.0453
C (3.556, 3.654, -2.204)  0.0007
S (1.479, 1.441, 0.336)  0.6660
O (0.150, 1.665, 0.821)  -0.2739
O (2.574, 1.237, 1.224)  -0.2338
N (1.257, -0.108, -0.432)  -0.1800
C (2.242, -0.861, -1.009)  -0.4720
N (3.490, -0.520, -1.258)  0.1920
C (4.219, -1.488, -1.806)  -0.0427
C (3.722, -2.770, -2.076)  0.0027
C (2.404, -3.026, -1.778)  -0.0545
N (1.648, -2.043, -1.267)  -0.0411
H (2.169, 5.621, -4.477)  0.1170
H (3.831, 5.399, -4.118)  0.1187
H (0.422, 4.445, -3.285)  0.1211
H (-0.165, 2.896, -1.467)  0.1062
H (4.002, 2.325, -0.595)  0.1189
H (4.595, 3.892, -2.394)  0.1253
H (5.248, -1.234, -2.031)  0.1337
H (4.347, -3.536, -2.508)  0.1242
H (1.939, -3.986, -1.957)  0.1341

E_LUMO (spin up / spin down) in eV: -9.0637 / -9.2312
HOMO level (spin up / spin down) in hartree: -0.4893 / -0.4883
HOMO-LUMO gap (spin up / spin down) in Eh: 0.156 / 0.149
Total charge: +2

Entry 6:
The following is a DFT calculation (the ωB97M-V functional and the def2-TZVPD basis) of C3H7N3 in the gas phase in a non-equilibrium geometry.

Each line ends with the Löwdin charge.
CARTESIAN COORDINATES (ANGSTROEM)
N (2.696, 1.462, -0.753)  0.1418
C (1.822, 0.860, -0.292)  -0.1857
C (0.697, 0.075, 0.278)  -0.4005
N (0.900, -1.331, -0.025)  0.0463
C (-0.627, 0.616, -0.275)  -0.2680
N (-1.742, 0.077, 0.490)  -0.0019
H (0.686, 0.238, 1.362)  0.1441
H (0.151, -1.744, -0.561)  0.0704
H (1.125, -1.892, 0.785)  0.0797
H (-0.629, 1.705, -0.167)  0.1205
H (-0.656, 0.397, -1.357)  0.1217
H (-2.615, 0.468, 0.148)  0.0714
H (-1.809, -0.929, 0.367)  0.0604

E_LUMO in eV: 0.7417
HOMO level in hartree: -0.3688
SMILES string: N#C[C@H](N)CN
HOMO-LUMO gap in Eh: 0.396

For reference, E_tot by record: -6291.30208; -5535.69243; -1392.11594; -4104.38394; -1935.50719; -282.75754 Eh.